{"formula": "C21H31F5P2Sr", "method": "ωB97M-V/def2-TZVPD", "spin_multiplicity": 1, "e_above_lowest_kj_mol": 0.00, "e_tot_ev": -55276.3961, "lumo_energy_ha": -0.009, "homo_ev": -6.3, "charge": 0, "elements": ["P", "P", "C", "C", "H", "H", "H", "H", "C", "H", "H", "H", "C", "H", "H", "H", "C", "H", "H", "H", "C", "H", "H", "H", "Sr", "C", "C", "C", "C", "C", "C", "C", "C", "C", "H", "H", "H", "H", "H", "H", "H", "H", "H", "H", "H", "H", "H", "H", "H", "F", "C", "C", "C", "F", "C", "F", "C", "F", "C", "F"], "xyz": [[0.269, -2.079, 0.643], [-0.010, 1.280, 0.683], [-0.067, -1.106, -0.904], [0.402, 0.370, -0.864], [-1.156, -1.111, -1.090], [0.450, -1.607, -1.741], [1.490, 0.458, -0.976], [-0.034, 0.941, -1.701], [-1.649, 1.990, 0.402], [-1.931, 2.629, 1.248], [-2.401, 1.196, 0.314], [-1.632, 2.585, -0.521], [1.066, 2.733, 0.823], [0.982, 3.332, -0.103], [2.108, 2.400, 0.974], [0.766, 3.337, 1.696], [-0.820, -3.546, 0.531], [-0.566, -4.177, 1.402], [-0.681, -4.116, -0.402], [-1.874, -3.238, 0.640], [1.926, -2.758, 0.379], [2.654, -1.940, 0.433], [1.992, -3.273, -0.582], [2.137, -3.451, 1.201], [-0.270, -0.463, 3.003], [0.597, 1.196, -4.208], [-0.708, 1.239, -3.953], [-1.758, 0.507, -4.742], [-1.326, -0.838, -5.333], [-0.661, -1.752, -4.342], [0.651, -1.818, -4.054], [1.718, -1.025, -4.740], [1.303, 0.358, -5.247], [0.111, -2.624, 4.684], [1.286, 1.886, -3.697], [-1.098, 1.993, -3.257], [-2.096, 1.163, -5.563], [-2.640, 0.321, -4.110], [-2.254, -1.360, -5.633], [-0.757, -0.716, -6.268], [-1.355, -2.478, -3.902], [1.011, -2.630, -3.412], [2.093, -1.619, -5.590], [2.575, -0.883, -4.061], [2.235, 0.901, -5.480], [0.760, 0.302, -6.202], [0.820, -2.377, 5.500], [0.465, -3.532, 4.153], [-0.887, -2.822, 5.122], [-2.323, 0.543, 5.293], [-1.292, 1.394, 5.666], [-0.147, 1.440, 4.917], [0.890, 2.262, 5.290], [2.027, 2.336, 4.536], [0.769, 3.063, 6.451], [1.763, 3.898, 6.817], [-0.390, 3.036, 7.218], [-0.518, 3.833, 8.307], [-1.437, 2.201, 6.818], [-2.578, 2.212, 7.536]], "lowdin_charge": [0.728, 0.718, -0.403, -0.411, 0.089, 0.039, 0.086, 0.036, -0.279, 0.052, 0.043, 0.044, -0.276, 0.050, 0.050, 0.053, -0.278, 0.047, 0.049, 0.044, -0.273, 0.045, 0.044, 0.051, 1.064, -0.114, -0.134, -0.183, -0.207, -0.103, -0.138, -0.186, -0.200, -0.345, 0.112, 0.101, 0.122, 0.111, 0.113, 0.103, 0.109, 0.098, 0.123, 0.113, 0.113, 0.102, -0.090, -0.113, -0.097, -0.011, -0.270, -0.123, -0.272, 0.022, -0.147, 0.082, -0.137, 0.093, -0.143, 0.084]}



{"formula": "C21H31N3O6V", "method": "ωB97M-V/def2-TZVPD", "spin_multiplicity": 3, "e_above_lowest_kj_mol": 18.92, "e_tot_ev": -64697.7876, "lumo_energy_ha": [-0.399, -0.369], "homo_ev": [-17.1, -17.1], "charge": 3, "elements": ["V", "C", "C", "O", "C", "C", "O", "C", "C", "O", "C", "C", "O", "H", "H", "H", "H", "H", "H", "H", "H", "H", "H", "H", "H", "H", "H", "H", "H", "O", "C", "N", "C", "O", "C", "C", "C", "C", "N", "C", "H", "H", "H", "H", "H", "H", "H", "H", "N", "C", "C", "C", "C", "C", "C", "H", "H", "H", "H", "H", "H", "H"], "xyz": [[0.697, -0.712, 0.504], [1.666, 0.507, 3.120], [1.441, 1.615, 2.124], [1.585, 1.042, 0.785], [2.797, 1.268, -0.003], [3.662, 0.051, 0.173], [2.760, -1.077, 0.007], [3.318, -2.336, 0.461], [2.180, -3.320, 0.453], [1.005, -2.683, 1.050], [0.677, -2.972, 2.444], [1.280, -1.886, 3.291], [0.948, -0.649, 2.609], [1.270, 0.775, 4.103], [2.720, 0.234, 3.218], [2.159, 2.427, 2.235], [0.429, 2.016, 2.158], [3.273, 2.195, 0.314], [2.446, 1.392, -1.027], [4.112, -0.017, 1.166], [4.449, 0.009, -0.583], [3.742, -2.182, 1.456], [4.112, -2.653, -0.220], [2.411, -4.231, 1.005], [1.883, -3.596, -0.559], [1.041, -3.966, 2.704], [-0.412, -2.977, 2.485], [2.367, -1.955, 3.370], [0.847, -1.875, 4.294], [0.587, 2.994, -1.639], [-0.429, 3.916, -1.233], [-1.677, 3.725, -1.905], [-2.585, 2.746, -1.633], [-3.574, 2.537, -2.287], [-2.338, 1.871, -0.419], [-3.317, 1.792, 0.566], [-3.167, 0.901, 1.620], [-2.043, 0.105, 1.666], [-1.101, 0.163, 0.705], [-1.258, 1.019, -0.324], [0.962, 3.312, -2.471], [-0.105, 4.943, -1.399], [-0.553, 3.764, -0.161], [-1.889, 4.269, -2.732], [-4.199, 2.417, 0.497], [-3.912, 0.825, 2.399], [-1.871, -0.595, 2.473], [-0.486, 1.043, -1.086], [-0.053, -1.692, -1.316], [-1.272, -1.311, -2.053], [-2.501, -1.687, -1.544], [-3.644, -1.335, -2.252], [-3.540, -0.616, -3.436], [-2.294, -0.256, -3.929], [-1.141, -0.606, -3.236], [0.712, -1.712, -1.996], [-0.166, -2.667, -1.030], [-2.583, -2.271, -0.634], [-4.615, -1.636, -1.884], [-4.433, -0.341, -3.977], [-2.213, 0.291, -4.859], [-0.167, -0.349, -3.634]], "mulliken_spin": [1.976, 0.003, 0.017, -0.018, 0.016, 0.004, -0.020, 0.006, 0.014, -0.016, 0.026, 0.004, -0.011, -0.001, -0.003, 0.000, -0.003, 0.002, -0.014, -0.002, -0.001, -0.003, 0.000, 0.000, -0.002, 0.002, -0.009, -0.002, 0.000, 0.000, 0.000, 0.000, 0.002, -0.001, -0.014, 0.014, -0.002, 0.027, -0.045, 0.031, 0.000, 0.000, 0.000, 0.000, -0.001, 0.000, 0.000, 0.002, 0.024, -0.013, 0.000, 0.002, -0.004, 0.002, -0.004, 0.011, 0.008, -0.002, 0.000, 0.000, 0.000, 0.000]}



{"formula": "C21H31N3O7S", "method": "ωB97M-V/def2-TZVPD", "spin_multiplicity": 1, "e_above_lowest_kj_mol": 0.00, "e_tot_ev": -51918.3051, "lumo_energy_ha": 0.014, "homo_ev": -8.7, "charge": 0, "elements": ["C", "C", "O", "C", "O", "N", "C", "C", "N", "C", "O", "C", "C", "C", "N", "S", "O", "O", "C", "C", "C", "O", "C", "C", "C", "C", "O", "C", "C", "C", "C", "C", "H", "H", "H", "H", "H", "H", "H", "H", "H", "H", "H", "H", "H", "H", "H", "H", "H", "H", "H", "H", "H", "H", "H", "H", "H", "H", "H", "H", "H", "H", "H"], "xyz": [[-5.185, -2.012, -1.404], [-4.614, -1.646, -2.762], [-3.235, -1.313, -2.595], [-2.684, -0.566, -3.577], [-3.286, -0.174, -4.547], [-1.362, -0.343, -3.361], [-0.703, -0.621, -2.108], [-0.494, 0.691, -1.335], [0.277, 1.604, -2.145], [1.560, 2.018, -1.989], [2.112, 2.656, -2.869], [2.320, 1.752, -0.689], [1.668, 2.371, 0.553], [2.619, 2.203, 1.740], [2.996, 0.827, 1.941], [2.144, -0.073, 3.039], [2.922, -1.230, 3.350], [1.788, 0.823, 4.103], [0.587, -0.586, 2.280], [-0.522, 0.182, 2.576], [-1.775, -0.176, 2.090], [-2.922, 0.520, 2.300], [-2.867, 1.660, 3.129], [-1.882, -1.340, 1.327], [-0.773, -2.109, 1.040], [0.492, -1.735, 1.498], [1.644, -2.386, 1.207], [1.571, -3.657, 0.601], [3.570, 0.166, 0.796], [2.683, 0.280, -0.450], [-0.398, 1.899, -3.400], [-0.650, 0.610, -4.187], [-5.090, -1.174, -0.718], [-6.235, -2.267, -1.509], [-4.653, -2.865, -0.991], [-4.690, -2.486, -3.462], [-5.135, -0.788, -3.200], [-1.308, -1.310, -1.523], [0.271, -1.074, -2.323], [-0.017, 0.482, -0.384], [-1.474, 1.143, -1.138], [3.268, 2.285, -0.844], [0.716, 1.898, 0.792], [1.486, 3.433, 0.379], [3.532, 2.784, 1.568], [2.162, 2.538, 2.671], [-0.365, 1.034, 3.217], [-2.510, 1.409, 4.132], [-2.227, 2.437, 2.700], [-3.891, 2.027, 3.190], [-2.856, -1.632, 0.969], [-0.899, -3.009, 0.460], [2.595, -4.025, 0.579], [0.952, -4.344, 1.183], [1.186, -3.592, -0.423], [4.547, 0.620, 0.596], [3.711, -0.876, 1.081], [1.796, -0.334, -0.308], [3.228, -0.106, -1.313], [0.236, 2.577, -3.972], [-1.353, 2.386, -3.177], [-1.255, 0.812, -5.071], [0.305, 0.168, -4.488]], "lowdin_charge": [-0.065, -0.220, -0.016, -0.538, 0.097, -0.035, -0.105, -0.110, -0.031, -0.414, 0.057, -0.213, -0.113, -0.177, -0.228, 0.694, -0.254, -0.285, -0.173, -0.006, -0.269, -0.079, -0.075, 0.015, -0.010, -0.278, -0.110, -0.056, -0.172, -0.111, -0.101, -0.099, 0.074, 0.077, 0.073, 0.130, 0.123, 0.105, 0.135, 0.085, 0.144, 0.150, 0.093, 0.131, 0.135, 0.114, 0.109, 0.101, 0.096, 0.095, 0.119, 0.113, 0.101, 0.102, 0.095, 0.135, 0.112, 0.085, 0.132, 0.123, 0.136, 0.127, 0.135]}



{"formula": "C21H31N7O6P2SSiTa", "method": "ωB97M-V/def2-TZVPD", "spin_multiplicity": 1, "e_above_lowest_kj_mol": 133.31, "e_tot_ev": -83821.0217, "lumo_energy_ha": -0.396, "homo_ev": -16.7, "charge": 3, "elements": ["Ta", "C", "Si", "C", "C", "C", "C", "C", "C", "N", "C", "S", "H", "H", "H", "H", "H", "H", "H", "H", "H", "H", "H", "H", "N", "C", "C", "P", "O", "O", "O", "P", "O", "O", "O", "H", "H", "H", "H", "H", "H", "H", "H", "C", "C", "N", "C", "C", "N", "C", "N", "N", "N", "C", "C", "C", "C", "C", "C", "H", "H", "H", "H", "H", "H", "H", "H", "H", "H", "H"], "xyz": [[-0.191, -0.185, 0.651], [-2.887, 5.742, -1.248], [-2.271, 5.131, 0.391], [-1.436, 6.438, 1.407], [-3.600, 4.252, 1.351], [-0.846, 3.892, -0.069], [0.246, 4.396, -0.806], [1.338, 3.618, -1.171], [1.356, 2.289, -0.819], [0.314, 1.762, -0.146], [-0.735, 2.558, 0.221], [-1.818, 1.518, 1.148], [-3.677, 6.479, -1.088], [-3.308, 4.937, -1.854], [-2.108, 6.234, -1.833], [-2.163, 7.208, 1.676], [-0.628, 6.936, 0.868], [-1.027, 6.035, 2.335], [-4.377, 4.988, 1.574], [-3.252, 3.863, 2.310], [-4.079, 3.450, 0.787], [0.243, 5.441, -1.097], [2.166, 4.035, -1.727], [2.172, 1.633, -1.083], [3.250, -2.641, 3.003], [2.634, -2.302, 1.668], [3.218, -3.238, 0.598], [3.027, -0.531, 1.237], [2.622, 0.189, 2.608], [4.394, -0.366, 0.789], [1.827, -0.236, 0.271], [0.820, -2.435, 1.674], [0.514, -3.663, 2.537], [0.240, -1.077, 2.313], [0.259, -2.309, 0.264], [4.273, -2.545, 2.929], [3.054, -3.609, 3.281], [2.937, -2.012, 3.751], [4.295, -3.081, 0.527], [2.791, -3.006, -0.376], [3.011, -4.285, 0.825], [3.306, 0.759, 2.998], [-0.357, -4.164, 2.629], [-3.234, -1.291, 2.374], [-3.016, -1.650, 0.945], [-2.040, -1.196, 0.154], [-2.235, -1.748, -1.115], [-3.331, -2.528, -1.071], [-3.792, -2.476, 0.233], [-4.719, -3.483, 0.794], [-4.095, -4.771, 0.739], [-4.171, -5.425, -0.471], [-3.282, -6.318, -0.537], [-2.522, -6.272, 0.624], [-1.440, -7.066, 1.007], [-0.859, -6.788, 2.226], [-1.357, -5.755, 3.051], [-2.437, -4.966, 2.678], [-3.016, -5.255, 1.436], [-2.495, -0.568, 2.715], [-3.166, -2.163, 3.022], [-4.219, -0.844, 2.510], [-1.586, -1.547, -1.952], [-3.808, -3.136, -1.821], [-5.622, -3.507, 0.190], [-4.968, -3.203, 1.814], [-1.097, -7.876, 0.377], [-0.038, -7.395, 2.582], [-0.924, -5.616, 4.035], [-2.864, -4.258, 3.374]], "lowdin_charge": [1.804, -0.155, 0.528, -0.156, -0.200, -0.180, 0.011, 0.012, -0.066, -0.176, -0.638, 0.805, 0.055, 0.046, 0.043, 0.055, 0.042, 0.045, 0.055, 0.026, 0.025, 0.129, 0.136, 0.126, 0.230, -0.492, -0.029, 0.386, -0.117, -0.174, -0.434, 0.472, -0.050, -0.384, -0.317, 0.193, 0.180, 0.175, 0.110, 0.106, 0.108, 0.130, 0.085, 0.011, -0.325, -0.147, -0.075, 0.011, 0.034, -0.023, -0.044, 0.085, 0.123, -0.193, 0.037, -0.048, -0.121, -0.022, -0.158, 0.038, 0.076, 0.119, 0.129, 0.145, 0.158, 0.145, 0.136, 0.122, 0.127, 0.112]}